i | 9
Properties=species:S:1:pos:R:3 method="wB97M-V/def2-TZVPD" homo_ev=-8.86
S 2.734 -0.022 -0.092
C 0.064 1.077 -0.114
C -0.796 0.018 -0.836
C 1.122 0.045 0.011
C 0.066 -1.034 -0.122
H -0.382 -1.495 0.712
H 0.141 -2.055 -0.686
H -0.123 1.016 0.947
H 0.175 2.101 -0.515

=====

ii | 9
Properties=species:S:1:pos:R:3 method="wB97M-V/def2-TZVPD" homo_ev=-8.89
S -1.236 1.784 0.682
C -1.917 -0.818 -0.317
C -1.691 0.362 0.120
C 1.628 -0.082 0.113
C 2.639 0.561 0.101
H -1.741 -0.933 -1.360
H 3.572 1.080 0.042
H 0.725 -0.455 0.198
H -1.979 -1.500 0.422

=====

Verdict on stability: ii comes out on top.

=====

i | 50
Properties=species:S:1:pos:R:3 method="wB97M-V/def2-TZVPD" total_charge=-1 homo_ev=-4.40
S 0.573 -3.257 1.939
O 3.799 1.725 1.350
O -3.116 -1.619 -2.072
O -1.553 -0.248 -0.563
O -1.361 2.388 -0.371
O 2.427 -2.933 -1.497
O -3.326 1.363 -2.823
O 0.961 3.146 0.688
O 0.546 -0.738 -3.329
O 0.811 3.340 -2.470
O -0.722 -3.727 -1.385
O 3.415 -0.123 -0.925
O 0.888 0.914 -1.415
N -0.339 -0.127 1.326
N -0.488 1.867 3.568
C -1.451 -0.710 0.583
C -0.779 0.345 3.697
C -0.457 -2.154 2.881
C -0.085 -0.673 2.644
H -3.929 -1.330 -1.737
H -0.470 1.985 2.520
H 0.306 0.606 -0.691
H -0.321 -0.868 -2.946
H -2.892 0.810 -2.072
H -2.178 2.419 -0.088
H 3.736 1.353 0.524
H -0.315 0.029 4.573
H -1.263 -2.988 -1.442
H -0.387 -3.457 1.192
H 2.028 -3.722 -1.343
H 0.786 2.431 -2.186
H -1.916 0.143 3.707
H 0.918 0.172 -2.039
H -0.158 -3.619 -2.140
H 1.425 2.380 0.228
H 2.525 -2.550 -0.582
H -2.395 -1.268 -1.549
H 0.020 2.915 0.305
H 0.802 4.108 -1.981
H -1.580 -2.401 2.791
H -2.777 2.179 -3.016
H 2.590 0.265 -1.246
H 2.891 1.493 1.840
H -0.420 -2.236 3.910
H -1.372 1.442 -0.897
H 3.722 -0.493 -1.802
H 0.972 -0.497 2.947
H -1.102 2.632 3.887
H 0.974 -1.528 -3.532
H 0.041 0.815 1.039

=====

ii | 50
Properties=species:S:1:pos:R:3 method="wB97M-V/def2-TZVPD" total_charge=-1 homo_ev=-4.63
S -1.504 -2.927 2.692
O 3.666 -2.393 0.524
O -0.580 0.602 -1.263
O 0.149 -3.749 -0.928
O -1.482 2.390 -3.388
O 1.628 -3.259 2.696
O -0.246 -0.369 -3.797
O -2.399 1.986 -0.003
O -1.814 3.808 1.553
O 2.156 1.444 -0.775
O -2.589 -0.731 -2.336
O 2.406 -1.594 -3.006
O 0.035 3.902 -1.227
N -0.668 0.338 0.948
N 1.958 0.446 2.374
C -0.268 -0.430 2.133
C 0.043 0.114 -0.288
C -1.503 -1.147 2.769
C 0.639 0.637 2.914
H -0.159 -3.372 2.634
H -0.761 4.404 -1.523
H -0.359 -0.013 -2.959
H 2.489 1.263 2.281
H 0.968 -3.332 -0.911
H -2.416 -0.917 2.061
H 1.872 0.221 1.368
H -1.630 1.517 -2.881
H -0.377 -3.090 -1.061
H -0.868 2.713 -2.760
H -1.744 1.674 -0.742
H 2.037 -3.530 1.754
H 3.484 -2.236 -0.411
H 2.322 0.636 -1.335
H 1.340 1.800 -1.187
H -1.173 3.867 2.149
H 1.752 -0.891 -3.127
H 2.959 -1.887 0.965
H -0.352 3.253 -0.703
H -1.860 -0.464 -1.685
H -1.915 2.911 1.132
H -2.250 -1.618 -2.576
H -1.789 -0.795 3.687
H 0.421 -1.330 2.009
H 0.427 0.520 4.000
H -3.279 2.030 -0.223
H 0.312 1.596 2.708
H -1.642 0.550 0.845
H -0.836 0.105 -4.295
H 1.992 -2.404 -3.446
H 1.408 -2.250 2.642

=====

Verdict on stability: i comes out on top.

=====

i | 12
Properties=species:S:1:pos:R:3 method="wB97M-V/def2-TZVPD" homo_ev=-9.24
S 1.148 2.357 -0.187
O 0.494 -0.717 -0.772
O 2.048 -0.980 0.859
O -2.677 0.278 0.245
C 1.716 -1.110 -0.268
C -0.125 1.523 0.280
C -1.714 -0.270 -0.247
C -0.312 -0.018 0.212
H -0.938 1.991 0.852
H -0.114 -0.500 1.178
H 2.296 -1.479 -1.123
H -1.823 -1.075 -1.029

=====

ii | 12
Properties=species:S:1:pos:R:3 method="wB97M-V/def2-TZVPD" homo_ev=-8.79
S -2.796 -2.402 -0.855
O -1.066 -1.558 0.978
O -0.888 -0.565 -0.967
O 1.692 1.629 0.431
C -0.055 -0.629 1.074
C 0.953 1.031 -0.630
C 0.073 -0.028 -0.119
C -1.565 -1.493 -0.266
H 0.373 1.756 -1.222
H 1.734 0.656 -1.305
H 1.107 2.222 0.888
H 0.438 -0.619 1.993

=====

Verdict on stability: ii comes out on top.

=====

i | 16
Properties=species:S:1:pos:R:3 method="wB97M-V/def2-TZVPD" homo_ev=-8.83
S -0.709 -0.520 -1.053
S 1.173 -1.436 -1.210
C -1.741 -2.027 -1.361
C 0.733 3.333 2.388
C 0.204 0.888 1.911
C -0.105 2.337 2.134
H -0.060 0.690 0.840
H 0.444 4.387 2.426
H 1.689 3.141 2.870
H 1.285 0.795 1.928
H -1.087 -2.856 -1.120
H -1.131 2.671 2.063
H 1.628 -0.759 -2.273
H -2.565 -2.105 -0.647
H -2.033 -2.071 -2.400
H -0.324 0.345 2.690

=====

ii | 16
Properties=species:S:1:pos:R:3 method="wB97M-V/def2-TZVPD" homo_ev=-7.74
S -1.084 0.099 0.192
S 0.158 -1.305 -0.675
C 0.161 -0.113 2.685
C 0.139 0.938 -2.476
C 0.884 -0.317 -2.046
C -1.094 -0.463 1.914
H -1.953 0.057 2.334
H -1.359 -1.514 1.957
H -0.021 -0.251 3.754
H 0.590 1.222 -3.425
H 1.929 -0.109 -1.830
H 1.066 -0.627 2.368
H 0.910 -1.032 -2.872
H -0.894 0.731 -2.730
H 0.341 0.959 2.597
H 0.227 1.727 -1.745

=====

Verdict on stability: ii comes out on top.

=====

i | 9
Properties=species:S:1:pos:R:3 method="wB97M-V/def2-TZVPD" homo_ev="-8.38 / -8.32"
Cl -2.502 -0.003 -0.236
N 1.125 -0.831 -0.417
N -0.442 0.268 0.467
N -0.038 -0.852 0.055
C 0.211 1.311 0.124
H 1.418 -1.741 -0.392
H 0.545 1.729 1.087
H 0.306 1.803 -0.837
H -0.624 -1.685 0.149

=====

ii | 9
Properties=species:S:1:pos:R:3 method="wB97M-V/def2-TZVPD" homo_ev=-10.35
Cl 2.167 0.670 -0.551
N -0.978 -1.178 -0.500
N 0.158 -1.244 0.036
N -1.224 0.073 -0.482
C -0.698 1.009 0.241
H 0.581 -2.190 0.117
H -0.842 2.078 0.003
H -0.268 1.053 1.316
H 1.105 -0.270 -0.180

=====

iii | 9
Properties=species:S:1:pos:R:3 method="wB97M-V/def2-TZVPD" homo_ev=-9.37
Cl -0.060 2.119 -0.022
N 0.798 -0.149 1.294
N -0.161 -0.881 1.358
N -1.102 -0.804 0.454
C 1.040 0.662 0.066
H 2.047 1.049 0.355
H 0.805 0.074 -0.760
H -1.980 -1.237 0.580
H -0.860 -0.413 -0.455

=====

iv | 9
Properties=species:S:1:pos:R:3 method="wB97M-V/def2-TZVPD" homo_ev="-8.82 / -8.82"
Cl 2.553 0.131 -0.293
N 1.389 0.313 0.882
N -0.031 1.403 0.264
N -0.583 0.261 -0.265
C 0.124 -0.657 0.578
H 0.422 -1.570 -0.145
H -0.349 -0.913 1.596
H 0.286 2.059 -0.438
H -0.132 0.160 -1.197

=====

Verdict on stability: iii comes out on top.

=====

i | 9
Properties=species:S:1:pos:R:3 method="wB97M-V/def2-TZVPD" homo_ev=-8.55
Cl -0.261 1.042 3.110
N 0.387 0.866 -0.635
N -0.340 -0.686 0.854
N 0.210 1.568 1.517
C 0.132 0.571 0.647
H -0.392 -1.131 0.006
H 0.268 0.044 -1.127
H -0.479 -1.163 1.767
H 0.917 1.721 -0.830

=====

ii | 9
Properties=species:S:1:pos:R:3 method="wB97M-V/def2-TZVPD" homo_ev=-10.12
Cl -2.434 0.965 0.479
N 1.152 0.852 -0.207
N -1.415 -0.407 0.883
N -0.198 -2.013 -0.317
C -0.714 -1.056 0.160
H 0.902 1.084 0.697
H 1.657 1.718 -0.554
H 0.771 -2.160 -0.385
H 0.279 1.018 -0.757

=====

Verdict on stability: i comes out on top.

=====

i | 21
Properties=species:S:1:pos:R:3 method="wB97M-V/def2-TZVPD" homo_ev=-7.65
N 0.035 2.235 0.112
N -1.984 1.175 -0.352
N 2.158 0.458 0.892
N 2.081 -1.132 -0.727
C 0.000 -0.174 -0.100
C -1.745 -1.821 0.784
C -0.840 -1.429 -0.373
C 1.422 -0.254 0.093
C -0.639 1.040 -0.128
H -0.267 2.998 -0.444
H -2.492 0.368 -0.694
H 1.786 -1.285 -1.667
H -2.174 -2.807 0.521
H -1.468 -1.356 -1.296
H -2.650 -1.180 0.921
H 3.074 -1.096 -0.604
H -0.099 -2.248 -0.580
H 1.049 2.140 0.102
H -2.332 2.090 -0.634
H -1.189 -1.930 1.743
H 1.540 0.973 1.508

=====

ii | 21
Properties=species:S:1:pos:R:3 method="wB97M-V/def2-TZVPD" homo_ev="-7.77 / -7.77"
N 2.661 -1.184 -0.423
N 1.911 1.203 -0.205
N 3.128 0.984 0.106
N 3.489 -0.298 0.110
C -0.413 0.274 -0.060
C 1.028 0.279 -0.596
C -1.232 1.333 -0.733
C -0.398 0.518 1.485
C -1.061 -1.049 -0.616
H -0.485 -0.516 1.926
H -1.320 1.138 -1.746
H -0.735 -1.076 -1.705
H -0.883 -1.986 0.079
H 0.572 1.030 1.637
H 2.814 -2.098 -0.013
H 1.294 -0.154 -1.569
H -2.065 -0.755 -0.581
H -0.872 2.249 -0.775
H -2.164 1.457 -0.344
H -1.217 1.238 1.884
H 4.163 -0.378 0.857

=====

Verdict on stability: i comes out on top.

=====

i | 21
Properties=species:S:1:pos:R:3 method="wB97M-V/def2-TZVPD" homo_ev="-7.38 / -7.38"
N -2.685 0.227 0.941
N -1.533 -1.511 0.187
N -0.099 -3.123 -0.489
N -1.613 -0.229 0.497
C -0.185 2.010 0.349
C 0.678 0.544 -1.473
C 1.432 0.211 0.958
C 0.359 0.646 -0.005
C -0.309 -1.863 -0.107
H -0.838 -3.819 -0.519
H 2.172 1.019 1.061
H 0.614 2.748 0.192
H -2.570 1.242 1.020
H 1.947 -0.683 0.617
H 1.299 1.405 -1.766
H -0.487 2.076 1.395
H 1.021 0.020 1.950
H -1.025 2.296 -0.285
H -0.227 0.581 -2.080
H 1.221 -0.366 -1.714
H 0.827 -3.429 -0.730

=====

ii | 21
Properties=species:S:1:pos:R:3 method="wB97M-V/def2-TZVPD" homo_ev="-7.61 / -7.61"
N 0.202 0.014 -0.371
N 2.465 1.129 0.045
N 1.960 1.170 -1.130
N 0.802 0.660 -1.310
C 0.717 1.941 1.627
C 1.999 1.292 1.214
C -0.887 -0.773 -0.778
C -0.432 -2.286 -0.954
C -2.038 -0.793 0.260
H 2.727 1.057 1.952
H -1.323 -2.702 -1.406
H -0.171 1.251 1.508
H 0.699 2.482 2.569
H -1.222 -0.367 -1.768
H -2.136 0.240 0.628
H 0.372 2.721 0.836
H -0.186 -2.712 -0.001
H 0.521 -2.227 -1.580
H 0.509 0.294 -2.308
H -1.505 -1.223 1.075
H -3.073 -1.168 -0.109

=====

Verdict on stability: i comes out on top.

=====

i | 14
Properties=species:S:1:pos:R:3 method="wB97M-V/def2-TZVPD" total_charge=-1 homo_ev=-2.90
S 0.651 0.939 1.992
O -0.770 -1.488 -2.194
N 1.211 -0.430 -0.901
C -0.164 -0.368 -0.178
C -0.452 0.918 0.558
C -1.277 -0.498 -1.343
H -2.250 -0.595 -0.791
H -1.457 1.223 0.812
H -1.368 0.389 -1.935
H -0.304 -1.281 0.460
H 1.730 -1.189 -0.387
H 1.592 0.100 1.482
H -0.065 1.765 -0.112
H 0.732 -0.830 -1.769

=====

ii | 14
Properties=species:S:1:pos:R:3 method="wB97M-V/def2-TZVPD" total_charge=-1 homo_ev=-2.45
S 1.596 -2.368 -0.122
O -0.457 1.809 -1.562
N -1.172 0.561 0.487
C 0.736 -0.763 -0.454
C -0.530 -0.762 0.369
C -0.539 1.758 -0.185
H 0.529 -0.606 -1.531
H 0.553 1.802 0.149
H 1.527 -0.093 -0.161
H -1.176 2.577 0.222
H -1.205 -1.624 0.291
H -0.043 -0.853 1.372
H 2.318 -1.915 0.926
H -2.137 0.475 0.199

=====

Verdict on stability: i comes out on top.

=====

i | 14
Properties=species:S:1:pos:R:3 method="wB97M-V/def2-TZVPD" total_charge=-1 homo_ev=-2.44
S 2.996 0.616 -0.445
O -2.673 1.061 -0.062
N -0.927 -0.662 0.251
C 0.158 0.096 -0.352
C 1.483 -0.351 0.260
C -2.250 -0.213 -0.348
H -2.907 -0.942 0.374
H -2.212 -0.326 -1.443
H 3.466 1.407 0.600
H -0.970 -0.504 1.197
H 1.780 -1.343 0.067
H 1.731 -0.028 1.398
H 0.105 1.145 -0.037
H 0.220 0.044 -1.459

=====

ii | 14
Properties=species:S:1:pos:R:3 method="wB97M-V/def2-TZVPD" total_charge=-1 homo_ev=-2.88
S -0.483 -1.477 1.887
O 0.276 1.691 -2.295
N 1.516 0.620 -0.228
C -0.536 0.893 -1.657
C -0.624 -0.048 0.742
C 0.224 -0.129 -0.523
H 0.417 -1.071 -0.892
H -0.193 0.711 1.430
H 0.896 -1.495 2.068
H -1.608 -0.007 0.454
H 2.144 0.087 -0.818
H 1.343 1.597 -0.618
H -1.161 0.232 -2.290
H -1.316 1.414 -0.943

=====

Verdict on stability: ii comes out on top.

=====

i | 13
Properties=species:S:1:pos:R:3 method="wB97M-V/def2-TZVPD" total_charge=-1 homo_ev=-2.25
O 0.171 -1.020 2.206
N 0.292 0.908 0.612
C 0.275 -0.790 -1.276
C 0.046 0.751 -0.765
C -0.541 -0.155 1.550
H -1.470 -0.627 0.985
H -1.029 1.069 -1.052
H -0.914 0.660 2.297
H 1.270 -0.891 -0.805
H 1.190 1.092 0.917
H 0.738 1.353 -1.446
H 0.468 -0.933 -2.302
H -0.498 -1.416 -0.922

=====

ii | 13
Properties=species:S:1:pos:R:3 method="wB97M-V/def2-TZVPD" total_charge=-1 homo_ev=-2.39
O 1.083 -1.718 -0.420
N 0.539 0.496 0.377
C 1.463 -0.448 -0.428
C -1.898 1.158 0.552
C -0.841 0.322 -0.153
H -2.717 1.319 -0.139
H -2.329 0.555 1.352
H -1.058 -0.733 0.026
H 0.541 -0.067 1.229
H -0.782 0.360 -1.234
H 1.480 0.011 -1.445
H -1.575 2.141 0.881
H 2.428 -0.309 0.111

=====

iii | 13
Properties=species:S:1:pos:R:3 method="wB97M-V/def2-TZVPD" total_charge=-1 homo_ev=-2.46
O 0.297 -0.244 1.361
N -0.453 -0.251 -2.040
C -1.226 -1.335 -1.214
C 0.421 0.525 -1.410
C 0.760 0.884 1.987
H 1.029 1.006 -2.098
H 0.029 1.320 2.814
H -1.155 -2.326 -1.475
H 1.816 0.717 2.274
H 0.746 0.396 -0.383
H -2.288 -1.214 -0.942
H -0.688 -1.335 -0.298
H 0.713 1.857 1.425

=====

iv | 13
Properties=species:S:1:pos:R:3 method="wB97M-V/def2-TZVPD" total_charge=-1 homo_ev=-1.50
O 2.328 -0.415 -0.631
N -2.501 0.550 -0.490
C -0.087 -0.047 -0.848
C 1.312 0.180 -0.359
C -1.166 0.822 -0.106
H -0.940 1.871 -0.364
H 1.966 -1.363 1.517
H 0.308 -0.812 -0.111
H 1.264 0.962 0.420
H -2.804 -0.319 -0.029
H -0.332 -0.294 -1.879
H 1.531 -1.842 1.905
H -0.879 0.707 0.973

=====

Verdict on stability: ii comes out on top.

=====

i | 13
Properties=species:S:1:pos:R:3 method="wB97M-V/def2-TZVPD" total_charge=-1 homo_ev=-2.23
O 1.491 1.516 0.287
N -1.125 -0.166 0.400
C 1.331 0.309 -0.257
C 0.288 -0.655 0.578
C -1.851 -0.830 -0.720
H -0.981 0.757 0.005
H -2.665 -1.491 -0.400
H 2.257 -0.336 -0.168
H 0.313 -1.695 0.223
H -2.357 -0.020 -1.250
H -1.117 -1.324 -1.358
H 0.491 -0.511 1.646
H 0.968 0.250 -1.314

=====

ii | 13
Properties=species:S:1:pos:R:3 method="wB97M-V/def2-TZVPD" total_charge=-1 homo_ev=-2.40
O -0.806 0.016 2.129
N 0.089 0.708 -1.853
C -0.683 0.229 -0.966
C -0.729 -1.273 1.803
C 1.332 1.271 -1.322
H -0.772 -2.006 2.658
H 1.267 1.437 -0.243
H -0.488 0.322 0.113
H 2.155 0.597 -1.565
H -1.617 -0.229 -1.285
H -1.521 -1.683 1.100
H 0.213 -1.602 1.260
H 1.560 2.214 -1.828

=====

Verdict on stability: i comes out on top.